(1)
Computed, not measured: the molecule C8H13NO at a distorted geometry, with ωB97M-V with the def2-TZVPD basis set.

The geometry in XYZ format:
```
23
Properties=species:S:1:pos:R:3:forces:R:3:lowdin_charge:R:1
C -3.52522 -1.31737 0.06232 -1.72 0.11 0.04 0.0752
C -3.06539 -0.21095 -0.08250 2.84 2.45 0.58 -0.1312
N -2.20000 0.97432 -0.13744 -1.98 -2.99 -0.81 -0.0226
O -1.16721 0.93966 0.83281 -0.64 0.14 -0.08 -0.0936
C 0.10006 0.59868 0.21359 -0.09 -1.15 0.41 -0.5419
C 0.50915 1.64774 -0.76119 -1.25 1.73 -0.52 -0.0240
C 0.07196 -0.74609 -0.51865 -2.16 0.15 0.04 -0.1922
C 1.48539 -1.18919 -0.57995 0.37 -2.47 -3.21 -0.2450
C 2.18581 -0.64520 0.64608 1.14 2.43 -0.53 -0.1546
C 1.03355 0.22290 1.38232 1.25 0.07 0.89 -0.0805
H -4.38088 -1.94556 0.31393 1.06 0.01 -0.25 0.0342
H -2.81605 1.78290 -0.08927 0.70 0.13 0.57 0.1275
H 0.51602 2.69996 -0.40120 -0.27 -0.68 0.25 0.0987
H -0.27884 1.57705 -1.55823 0.97 0.32 0.39 0.0994
H 1.48356 1.52817 -1.17416 0.70 -0.59 -0.46 0.0719
H -0.60488 -0.78989 -1.43002 1.25 0.15 0.85 0.1462
H -0.34004 -1.41628 0.19508 -1.15 -0.63 0.62 0.1002
H 1.82510 -0.85606 -1.59789 0.70 -0.02 1.09 0.1161
H 1.49424 -2.34723 -0.71043 0.18 1.86 0.58 0.1375
H 2.91355 -1.38216 1.08162 -1.39 0.70 0.52 0.1163
H 2.87512 0.16766 0.28839 -0.29 -0.74 0.18 0.1034
H 0.50647 -0.46587 2.07785 0.00 0.81 -0.33 0.1183
H 1.37855 1.17285 1.94696 -0.23 -1.77 -0.82 0.1408
```
Forces are in eV/Å.

The value obtained for the energy above the lowest of the compared OMol25 structures with the same formula, charge and spin is 5.348 eV. As for the HOMO energy: -9.136 eV. For the largest force on an atom, the calculation gives 0.079 hartree/bohr. The LUMO energy comes out at 0.89 eV. As for the orbital gap: 10.031 eV. As for the SMILES: C#CNOC1(C)CCCC1.

(2)
Computed, not measured: the molecule C8H13NO4S at a distorted geometry, with ωB97M-V with the def2-TZVPD basis set.

The geometry in XYZ format:
```
27
Properties=species:S:1:pos:R:3:forces:R:3:lowdin_charge:R:1
C -0.52814 -1.14157 -1.75478 1.45 -1.51 0.29 -0.5098
C 0.12815 -0.98300 2.77447 -0.97 -2.67 0.43 -0.1648
C -1.86702 -0.63498 1.67912 -0.87 -4.68 -0.17 -0.1376
C -1.07441 -0.54818 -0.52931 -0.46 2.40 -3.45 -0.0420
C 0.44512 -0.86803 1.32080 -0.03 0.95 -0.64 -0.3191
C 0.69800 1.10874 -0.76128 -0.26 -1.31 2.18 -0.4691
C 0.05357 2.38390 -1.16470 -2.30 -0.20 -4.28 -0.1276
C 1.82165 0.49687 -1.57532 0.14 1.28 1.16 -0.1045
N -0.80062 -0.92672 0.68540 -0.78 -1.34 2.34 -0.1147
O 0.48062 -2.06438 -1.44913 -1.68 0.53 2.59 0.0550
O -0.77758 -0.97831 -2.91453 -0.77 1.00 -0.24 0.1011
O -0.08640 1.76791 1.61641 -2.20 1.16 1.50 -0.4741
O -1.28600 -1.04515 2.89147 -1.20 0.27 -0.66 -0.0791
S 0.94524 0.96198 1.01418 2.82 -0.53 -2.38 0.9716
H 0.48163 -1.97924 3.15147 0.12 1.18 0.06 0.1517
H 0.34935 -0.15290 3.35923 1.53 1.34 1.02 0.0981
H -2.13522 0.35822 1.59622 -0.53 2.32 0.26 0.0908
H -2.82376 -1.34968 1.46225 2.22 1.69 0.49 0.1863
H -2.04984 0.00012 -0.59886 0.98 -0.65 -0.46 0.1691
H 1.23474 -1.53518 1.00467 0.05 0.02 -0.51 0.1308
H 0.59922 3.30167 -1.19709 1.17 0.38 0.34 0.0591
H -0.92972 2.69474 -0.77100 0.54 -0.81 0.45 0.0757
H -0.21907 2.24422 -2.36799 0.68 0.21 2.82 0.1492
H 2.77893 1.05922 -1.56732 -0.65 0.02 0.00 0.1021
H 1.45073 0.44148 -2.56410 -0.10 -0.29 -1.32 0.0666
H 2.03324 -0.47621 -1.18246 0.27 -0.56 0.07 0.0529
H 1.07758 -2.13552 -2.15784 0.84 -0.20 -1.90 0.0821
```
Forces are in eV/Å.

The value obtained for the energy above the lowest of the compared OMol25 structures with the same formula, charge and spin is 2.238 eV. As for the HOMO energy: -8.039 eV. For the largest force on an atom, the calculation gives 0.095 hartree/bohr. The LUMO energy comes out at -0.11 eV. As for the orbital gap: 7.929 eV.

(3)
Computed, not measured: the molecule C8H13NOS at a distorted geometry, with ωB97M-V with the def2-TZVPD basis set.

The geometry in XYZ format:
```
24
Properties=species:S:1:pos:R:3:forces:R:3:lowdin_charge:R:1
C 0.13888 2.24817 0.88140 -0.20 -2.99 -2.23 -0.4738
C 0.72004 2.20462 -1.78130 -0.33 1.54 0.67 -0.7965
C -0.03827 2.31156 2.18498 1.75 1.24 0.46 -0.0869
C -0.08846 0.36784 -0.36294 -2.24 2.62 1.98 -0.2912
C -2.13195 -0.90603 -1.37037 0.72 0.26 -1.55 -0.0973
C 2.32015 -0.09792 0.02037 -0.22 -0.39 -0.50 -0.0736
C -1.58749 0.00914 -0.24355 0.06 2.28 -3.94 -0.1923
C 0.88279 -0.62010 0.16075 1.35 2.33 0.55 -0.1742
N 0.18553 1.00514 -1.57935 0.19 -2.23 -2.27 0.0427
O 1.07458 2.64630 -2.83232 0.53 0.21 -0.80 0.0173
S 0.67167 3.33944 -0.35005 -0.04 -0.40 0.37 0.9979
H 0.40758 3.15953 2.75650 -0.77 -0.13 -0.67 0.0686
H -0.17811 1.50459 2.86458 -0.65 -0.94 -0.10 0.0379
H -3.20056 -1.11449 -1.30452 0.11 -0.22 0.62 0.0629
H -1.56030 -1.87150 -1.52343 -0.65 1.04 0.31 0.0859
H -2.12037 -0.33616 -2.35499 0.42 -0.66 1.02 0.0812
H 2.34204 0.64883 0.71420 0.51 2.26 2.12 0.0298
H 2.78494 0.37972 -0.83962 -1.01 -0.29 -0.87 0.0886
H 3.04906 -0.79456 0.31606 0.75 -1.30 0.57 0.0599
H -1.83106 -0.31764 0.65505 -0.52 -2.28 4.29 0.0488
H -2.23644 0.92636 -0.23406 0.92 -0.34 -0.57 0.1310
H 0.65303 -0.70107 1.23567 0.20 -0.44 -0.37 0.1329
H 0.86102 -1.53365 -0.31687 -0.80 -2.26 -1.01 0.0888
H 0.20995 0.42535 -2.48393 -0.11 1.10 1.95 0.2116
```
Forces are in eV/Å.

The value obtained for the energy above the lowest of the compared OMol25 structures with the same formula, charge and spin is 2.733 eV. As for the HOMO energy: -8.760 eV. For the largest force on an atom, the calculation gives 0.095 hartree/bohr. The LUMO energy comes out at 0.40 eV. As for the orbital gap: 9.155 eV.

Question: LUMO energy of number 1 (C8H13NO)?
Answer: 0.89 eV

Question: Which of these has the highest LUMO energy?
Answer: C8H13NO